Entry from the OMol25 dataset: a cluster of 2 separate species, C7H7N in total at a distorted geometry (ωB97M-V/def2-TZVPD).

Its structure (SMILES) is c1ccncc1.C#C. The calculation puts the maximum force at 0.08749 Eh/bohr. The total energy comes out at -325.47874 a.u. The molar mass comes out at 105.14 Da.

Each atom is followed by the atoms it is bonded to, with distances in Å.
Positions of all 15 atoms, in Å:
1 C 2.205 0.079 0.010  C2 1.357, C6 1.357, H7 1.144
2 C 1.490 1.221 -0.148  C1 1.357, C3 1.425, H8 1.158
3 C 0.082 1.081 -0.311  C2 1.425, N4 1.318, H9 1.239
4 N -0.515 -0.093 -0.259  C3 1.318, C5 1.396
5 C 0.210 -1.286 -0.227  N4 1.396, C6 1.415, H10 1.169
6 C 1.584 -1.125 0.075  C1 1.357, C5 1.415, H11 1.148
7 H 3.253 -0.067 0.448  C1 1.144
8 H 1.751 2.338 -0.308  C2 1.158
9 H -0.649 2.082 -0.288  C3 1.239
10 H -0.524 -2.152 0.052  C5 1.169
11 H 2.250 -1.992 0.425  C6 1.148
12 C -2.858 -0.538 -0.199  C13 1.202, H14 1.015
13 C -2.758 0.575 0.246  C12 1.202, H15 1.194
14 H -2.865 -1.413 -0.713  C12 1.015
15 H -2.655 1.289 1.197  C13 1.194